C27H45BrN2O2P2Pb | ωB97M-V with the def2-TZVPD basis set

```
80
Properties=species:S:1:pos:R:3:mulliken_charge:R:1
N 5.18549 4.86019 -3.18346 -0.397
C 5.74719 3.65602 -3.18365 -0.403
C 4.99589 2.47462 -3.15992 -0.337
C 3.58009 2.60407 -3.01792 0.297
C 2.99641 3.88316 -3.21681 -0.285
C 3.86441 4.98343 -3.21245 -0.485
C 2.75297 1.50696 -2.48816 -0.260
Pb 1.51141 -0.26260 -3.39297 1.032
P -2.57862 -2.75013 -2.19086 0.296
C 1.29755 1.66852 -2.29485 -0.961
C 0.67037 1.67101 -0.97964 0.794
C -0.72056 1.85118 -0.87126 -1.050
C -1.39321 1.47565 0.24638 -1.000
C -0.67929 0.79511 1.32433 1.124
C 0.78029 0.92420 1.30366 -1.593
C 1.40322 1.41564 0.19611 -0.222
Br -1.25746 -1.26915 1.19626 0.129
H 3.32029 0.83363 -1.82772 0.022
H 0.70574 2.12352 -3.10906 0.823
H 5.51841 1.51103 -3.22525 0.448
H 1.91738 4.05755 -3.31215 0.395
H 6.83766 3.62050 -3.19878 0.397
H 3.47458 6.00138 -3.24279 0.399
H -1.26499 2.28423 -1.70962 0.546
H 2.46818 1.64560 0.13356 0.789
H -2.47272 1.59212 0.33647 0.560
H 1.36735 0.46464 2.10137 0.815
P -1.46270 1.12505 2.98263 1.119
C -0.86185 -2.68634 -2.82018 0.729
C -0.92423 -3.27337 -4.24081 -1.378
H -0.23546 -3.29763 -2.14847 0.453
H -0.51547 -1.63664 -2.77055 -0.869
H 0.08309 -3.41825 -4.65366 0.415
H -1.43146 -4.25445 -4.22348 0.424
H -1.50052 -2.61058 -4.90645 0.434
C -3.21498 -1.09616 -1.71380 0.671
C -4.66429 -1.21720 -1.22290 -1.442
H -3.16147 -0.45663 -2.60670 0.518
H -2.56815 -0.66306 -0.93757 -0.695
H -5.11182 -0.22798 -1.08050 0.431
H -5.28931 -1.75974 -1.94330 0.423
H -4.71362 -1.75162 -0.26823 0.337
C -2.36312 -3.63489 -0.59770 -0.104
C -2.92931 -5.05088 -0.54561 -1.538
H -2.85538 -3.02690 0.17247 0.172
H -1.28963 -3.64795 -0.36149 0.411
H -2.89491 -5.41710 0.48754 0.420
H -3.97230 -5.07796 -0.87488 0.367
H -2.36247 -5.74664 -1.17245 0.374
C -1.36212 -0.35312 4.06395 -0.887
C -1.62335 -0.11829 5.54354 -1.272
H -0.40830 -0.87858 3.93203 0.577
H -2.13864 -1.04045 3.68942 0.525
H -0.99694 0.69471 5.93201 0.333
H -2.68539 0.11036 5.70755 0.369
H -1.37916 -1.04834 6.07531 0.403
C -3.26774 1.28878 2.85383 -0.807
C -3.86716 2.67810 2.64968 -1.244
H -3.64683 0.87823 3.80516 0.573
H -3.60720 0.59215 2.07211 0.347
H -3.61411 3.34475 3.48369 0.359
H -3.54902 3.14017 1.70523 0.292
H -4.96094 2.57376 2.62703 0.441
C -0.73744 2.62628 3.61830 -0.768
C 0.68273 2.48318 4.16817 -1.281
H -1.42032 2.98898 4.39936 0.575
H -0.78351 3.37185 2.80887 0.504
H 1.43606 2.72464 3.41138 0.324
H 0.82285 3.18119 5.00286 0.380
H 0.88194 1.46751 4.53265 0.372
N 4.25865 -2.99435 0.73376 -0.200
C 4.30970 -2.90079 -0.75550 -0.756
C 3.53119 -1.63935 -1.08966 1.020
O 3.14701 -1.51595 -2.30751 -0.733
O 3.32475 -0.85749 -0.13732 -0.723
H 5.07405 -3.46201 1.13308 0.372
H 3.45034 -3.56315 0.98389 0.355
H 4.11164 -2.02063 1.08208 0.313
H 5.34242 -2.75548 -1.07351 0.321
H 3.88620 -3.79182 -1.22614 0.368
```

Total charge   +4
Spin multiplicity   1
Kohn-Sham gap (spin up / spin down)   0.1859 / 0.1952 hartree
Max |F|   4.13 eV/A
DFT total energy   -4763.8012 hartree


C4H10Cl3KSe2Si | ωB97M-V with the def2-TZVPD basis set

```
21
Properties=species:S:1:pos:R:3:mulliken_charge:R:1
K 2.53050 0.27256 -1.53894 0.954
C -0.90180 -2.71654 -0.34784 -0.820
Se 0.60710 -1.97134 0.61816 0.018
C -0.39110 -0.62064 1.63926 -0.695
C -0.78770 0.60976 0.84786 -0.543
Se 0.66150 1.86866 0.48186 0.118
C 1.01800 2.38786 2.32056 -0.989
H -1.57120 -3.19254 0.36776 0.297
H -0.51540 -3.45154 -1.04924 0.318
H -1.40830 -1.92474 -0.89344 0.237
H 0.24150 -0.36814 2.49336 0.326
H -1.28530 -1.13814 2.00176 0.355
H -1.55420 1.17796 1.39086 0.344
H -1.18250 0.34446 -0.13484 0.263
H 0.08210 2.68786 2.78706 0.291
H 1.70510 3.22986 2.30296 0.319
H 1.47110 1.55956 2.85846 0.290
Cl 0.40130 1.07966 -5.74844 -0.261
Si 1.04000 0.10046 -4.06584 -0.214
Cl 0.23730 1.43666 -2.54414 -0.353
Cl -0.39790 -1.37174 -3.78724 -0.255
```

Total charge   0
Spin multiplicity   1
Kohn-Sham gap   0.2543 hartree
Max |F|   1.20 eV/A
DFT total energy   -7231.4082 hartree


C15H40BNO14P2S2 | ωB97M-V with the def2-TZVPD basis set

```
75
Properties=species:S:1:pos:R:3:mulliken_charge:R:1
C -3.25301 0.56459 1.33498 -0.924
N -2.90228 1.24796 0.06605 -0.021
C -4.02734 2.08830 -0.37073 -1.031
B -2.52013 0.31703 -0.95666 0.620
O -3.30010 0.07423 -2.05960 -0.422
O -1.24268 -0.30100 -0.79489 -0.346
S -1.18777 -1.89456 -0.75206 0.524
O -1.85396 -2.47266 -1.89134 -0.542
O 0.42997 -1.92460 -1.10045 -0.253
C 0.94099 -3.23250 -1.07114 -0.638
S 2.29677 -3.33022 -2.25964 0.991
O 1.79781 -3.66428 -3.56073 -0.590
O 3.07653 -2.12937 -2.20830 -0.556
H -3.04981 -0.50576 1.32684 0.316
H -2.73438 1.04805 2.16495 0.258
H -4.31298 0.73144 1.53218 0.338
H -4.24742 2.84480 0.38514 0.407
H -3.80981 2.60265 -1.30184 0.305
H -4.93666 1.48769 -0.47279 0.330
H -3.79624 -0.75022 -2.01085 0.312
H 0.21202 -3.98724 -1.37184 0.414
H 1.36568 -3.44531 -0.08567 0.385
H 3.05100 -4.36701 -1.80762 0.115
O 7.69958 -5.08146 -2.78263 -0.767
P 8.08186 -4.25057 -3.93685 1.144
O 7.56153 -4.95196 -5.28867 -0.376
C 6.16449 -5.22140 -5.42151 -0.333
C 5.34762 -3.95105 -5.55496 -0.597
O 9.67128 -4.47173 -4.11504 -0.384
C 10.42286 -5.24894 -3.18498 -0.305
C 10.48039 -6.70675 -3.59543 -1.027
O 8.17328 -2.72811 -4.44864 -0.322
C 7.55415 -1.65193 -3.70968 -0.152
C 7.87347 -1.69177 -2.22914 -1.172
H 5.81945 -5.81387 -4.56992 0.263
H 6.05263 -5.83408 -6.31507 0.323
H 5.32141 -3.41065 -4.60382 -0.129
H 4.31803 -4.18213 -5.82871 0.423
H 5.77589 -3.28874 -6.30703 0.257
H 10.02131 -5.13989 -2.17782 0.306
H 11.42978 -4.82870 -3.17378 0.345
H 9.48957 -7.09172 -3.83522 0.280
H 10.91005 -7.31444 -2.79768 0.349
H 11.09519 -6.82485 -4.48898 0.280
H 6.47389 -1.67025 -3.87112 0.251
H 7.92995 -0.72901 -4.14782 0.297
H 7.45277 -2.58366 -1.75743 0.353
H 7.45215 -0.82091 -1.72766 0.398
H 8.95200 -1.70922 -2.06711 0.306
O -8.06267 5.42418 5.07377 -0.785
P -6.83270 4.80023 4.54832 0.897
O -6.58966 5.46146 3.08661 -0.297
C -6.41476 6.87185 2.97614 -0.334
C -5.10271 7.34259 3.57738 -0.935
O -7.30141 3.32080 4.09734 -0.261
C -8.60098 2.82235 4.41676 -0.347
C -9.60253 3.14272 3.32579 -1.020
O -5.30865 4.29316 4.76458 -0.161
C -4.58522 4.59779 5.97347 -0.214
C -5.38525 4.30567 7.22667 -1.152
H -7.25863 7.38825 3.44132 0.274
H -6.43552 7.09838 1.91070 0.335
H -5.12948 7.27344 4.66919 0.170
H -4.91468 8.38491 3.31913 0.428
H -4.27260 6.73193 3.22199 0.254
H -8.93450 3.20402 5.38113 0.329
H -8.50049 1.74074 4.51990 0.344
H -9.56001 4.19388 3.04268 0.279
H -10.61605 2.90776 3.65350 0.354
H -9.38559 2.56007 2.42910 0.274
H -4.26376 5.64213 5.95527 0.238
H -3.68607 3.98397 5.95291 0.289
H -6.26341 4.95513 7.29601 0.362
H -4.77681 4.47502 8.11471 0.398
H -5.73665 3.27338 7.22831 0.283
```

Total charge   0
Spin multiplicity   1
Kohn-Sham gap   0.3551 hartree
Max |F|   5.98 eV/A
DFT total energy   -3207.7368 hartree


C32H26BF13IMnN10O4S2 | ωB97M-V with the def2-TZVPD basis set

```
90
Properties=species:S:1:pos:R:3:mulliken_charge:R:1
Mn -0.24250 0.08899 0.01766 1.866
N 0.16179 7.47416 -0.13980 -0.658
C -0.09807 6.32576 0.61691 1.080
C 0.80247 5.26074 0.59185 -0.699
C 0.53721 4.11180 1.30327 -0.371
C -0.62044 4.02240 2.06613 -0.412
C -1.50502 5.08369 2.12739 -0.454
C -1.23952 6.23771 1.40742 -0.768
S -0.96365 2.51266 2.90019 1.120
O 0.28206 2.07205 3.49910 -0.503
O -2.07420 2.72597 3.79210 -0.761
N -1.27833 1.43921 1.74107 -0.045
C -2.42822 1.50888 1.02500 0.048
N -3.37094 2.44665 1.17184 -0.475
C -4.43260 2.32318 0.39250 -0.452
C -4.60914 1.29634 -0.52613 -0.981
C -3.55687 0.40562 -0.64636 0.046
N -2.47644 0.51450 0.10584 0.458
H 0.70787 7.28361 -0.96654 0.245
H -0.66966 7.99401 -0.37486 0.218
H 1.67489 5.31364 -0.04681 0.271
H 1.20317 3.26111 1.24274 0.317
H -2.40836 4.97986 2.71138 0.480
H -1.94150 7.06390 1.42619 0.281
H -5.18670 3.09765 0.50152 0.394
H -5.49060 1.22309 -1.14404 0.417
H -3.55403 -0.40097 -1.36648 0.254
N -1.29592 -4.93531 2.11817 -0.877
N -1.12377 -3.55556 2.10708 1.199
N -1.88023 -2.75164 2.82038 -1.197
C -1.32634 -1.57761 2.54271 -0.379
N -0.28492 -1.70282 1.70566 0.406
N -0.17765 -2.98541 1.43409 -0.606
H -2.26021 -5.09900 1.83851 0.315
H -0.69529 -5.27395 1.37103 0.374
H -1.67104 -0.62892 2.91690 0.741
F -2.91167 -3.32518 -0.81428 -0.235
C -1.92872 -3.74035 -1.61932 0.418
F -1.19460 -4.62118 -0.89858 -0.297
F -2.49757 -4.45126 -2.60839 -0.299
C -1.04652 -2.52273 -2.10356 0.761
O -0.96136 -1.61269 -1.15715 0.172
C -1.71968 -1.94932 -3.39930 0.259
F -3.05067 -1.81746 -3.21517 -0.299
F -1.55534 -2.72542 -4.48890 -0.309
F -1.23988 -0.74387 -3.69099 -0.088
C 0.34134 -3.12618 -2.52505 -0.048
F 1.12723 -3.29977 -1.46064 -0.238
F 0.99254 -2.31775 -3.37718 -0.278
F 0.23315 -4.32292 -3.14161 -0.318
F -1.18239 2.27916 -3.06245 -0.420
B -0.65415 3.02182 -2.00658 0.154
F 0.51326 3.66992 -2.40237 -0.335
F -1.58704 3.88542 -1.48282 -0.364
F -0.26769 2.05616 -0.96946 -0.126
O 1.69608 0.50625 1.21662 -0.217
S 1.85433 0.15175 2.66966 0.382
C 2.92015 -1.28495 2.68703 0.659
C 4.11161 -1.33888 1.97592 -0.215
C 4.87646 -2.49103 2.02828 -0.927
C 4.45331 -3.57589 2.78874 -0.582
C 3.25976 -3.51589 3.49177 -0.802
C 2.48425 -2.36456 3.43724 -0.488
C 3.05772 1.32064 3.27630 0.571
C 3.31606 1.36611 4.63690 -0.444
C 4.23141 2.28777 5.11578 -0.762
C 4.86650 3.15820 4.23771 -0.455
C 4.58420 3.11043 2.88145 -0.938
C 3.67120 2.18598 2.39037 -0.263
H 4.43216 -0.48823 1.38665 0.755
H 5.80481 -2.54468 1.47429 0.430
H 5.05673 -4.47356 2.82496 0.405
H 2.92371 -4.36482 4.07197 0.437
H 1.54072 -2.30531 3.96587 0.419
H 2.78885 0.70558 5.31313 0.485
H 4.43554 2.34237 6.17733 0.409
H 5.57082 3.88735 4.61715 0.397
H 5.06257 3.80336 2.20140 0.444
H 3.41211 2.14395 1.34134 0.256
I 5.56369 -1.55427 -1.54844 0.020
C 3.78643 -0.59533 -2.07508 -0.798
C 3.69641 0.09260 -3.27531 -0.314
C 2.49236 0.69629 -3.58526 -1.606
C 1.43626 0.59109 -2.69156 -0.369
N 1.54083 -0.05636 -1.53222 1.528
C 2.69711 -0.64172 -1.22906 -0.694
H 4.54409 0.15206 -3.94452 0.434
H 2.36065 1.25107 -4.50289 0.530
H 0.47952 1.03842 -2.91794 0.608
H 2.74077 -1.16348 -0.28250 0.709
```

Total charge   -1
Spin multiplicity   6
Kohn-Sham gap (spin up / spin down)   0.2654 / 0.2661 hartree
Max |F|   0.45 eV/A
DFT total energy   -5652.1680 hartree